Entry 1:
Entry from the OMol25 dataset: a molecular structure, C28H46CeN6O at a distorted geometry (the ωB97M-V functional and the def2-TZVPD basis).

```
82
Properties=species:S:1:pos:R:3:lowdin_charge:R:1
Ce 9.56 11.96 9.89 1.355
C 11.03 9.82 9.44 -0.098
C 9.76 9.26 9.04 -0.122
C 9.35 10.02 7.90 -0.149
C 10.34 11.01 7.63 -0.083
C 11.39 10.88 8.60 -0.323
C 12.64 11.77 8.71 -0.554
C 12.26 13.26 8.55 -0.011
C 13.36 11.52 10.02 -0.017
C 13.49 11.34 7.55 -0.022
C 8.20 9.78 6.93 -0.517
C 8.39 8.42 6.33 -0.030
C 6.80 9.96 7.51 -0.020
C 8.32 10.79 5.75 -0.029
C 9.31 7.93 9.70 -0.496
C 9.68 7.94 11.22 -0.041
C 7.80 7.63 9.72 -0.038
C 10.04 6.77 9.02 -0.019
H 11.75 9.34 10.11 0.134
H 10.38 11.67 6.81 0.114
H 11.59 13.60 9.37 0.054
H 11.79 13.46 7.60 0.086
H 13.16 13.89 8.63 0.118
H 12.76 11.99 10.81 0.078
H 14.30 12.06 10.03 0.103
H 13.58 10.48 10.22 0.097
H 13.09 11.64 6.59 0.100
H 13.62 10.26 7.56 0.108
H 14.47 11.78 7.67 0.097
H 8.20 7.57 7.03 0.084
H 9.40 8.30 5.92 0.112
H 7.74 8.37 5.48 0.095
H 6.62 9.35 8.39 0.053
H 6.05 9.69 6.73 0.122
H 6.63 11.01 7.78 0.076
H 9.24 10.68 5.21 0.092
H 8.20 11.83 6.01 0.074
H 7.53 10.57 5.03 0.100
H 9.24 8.76 11.76 0.060
H 10.76 7.98 11.30 0.077
H 9.29 7.02 11.70 0.108
H 7.29 8.38 10.32 0.070
H 7.65 6.67 10.21 0.100
H 7.32 7.63 8.74 0.062
H 11.12 6.92 9.04 0.096
H 9.78 6.68 7.98 0.073
H 9.79 5.81 9.51 0.109
C 8.83 16.71 11.58 0.029
N 9.22 15.71 12.63 -0.105
C 8.97 16.14 13.99 -0.017
C 9.72 14.54 12.29 -0.390
N 9.87 14.12 11.04 0.029
N 10.15 13.74 13.32 0.177
C 10.44 12.40 13.30 -0.474
N 10.91 11.97 14.46 0.211
N 10.31 11.65 12.25 0.043
H 9.04 17.69 12.01 0.105
H 7.77 16.60 11.28 0.112
H 9.48 16.62 10.70 0.097
H 8.13 16.83 14.08 0.112
H 9.81 16.62 14.46 0.105
H 8.70 15.27 14.57 0.093
H 9.48 14.81 10.38 0.057
H 10.32 14.19 14.20 0.144
H 10.75 12.52 15.27 0.122
H 10.99 10.96 14.60 0.147
H 10.51 10.69 12.53 0.086
O 7.31 11.12 10.56 -0.073
H 7.07 10.68 11.38 0.105
H 6.70 10.81 9.87 0.072
N 5.84 17.69 6.47 0.196
C 6.28 16.73 6.94 -0.173
C 6.86 15.58 7.54 -0.226
C 6.16 14.92 8.54 -0.001
C 6.79 13.80 9.11 -0.093
C 8.04 13.37 8.68 -0.273
C 8.69 14.05 7.66 -0.126
C 8.10 15.14 7.09 -0.007
H 5.14 15.24 8.78 0.138
H 6.24 13.28 9.91 0.104
H 9.66 13.75 7.29 0.086
H 8.55 15.65 6.22 0.148
```

For the relative energy (zero: lowest compared OMol25 entry of this formula, charge and spin), the calculation gives 0.242 eV. Its charge is +2. For the LUMO energy (spin up / spin down), the calculation gives -6.9 / -6.9 eV. The HOMO-LUMO gap (spin up / spin down) is 0.2682 / 0.2690 Ha. The calculated total energy comes out at -53686.118 eV. The molar mass comes out at 622.8 g/mol.

=====

Entry 2:
Entry from the OMol25 dataset: a single C6H10N2O molecule at a distorted geometry (the ωB97M-V functional and the def2-TZVPD basis).

```
19
Properties=species:S:1:pos:R:3:lowdin_charge:R:1
C 2.02 1.93 -1.91 -0.118
C 0.62 0.04 -1.16 -0.509
C 0.35 0.83 0.04 -0.015
C -0.54 0.55 1.06 -0.052
C -1.97 -0.89 2.51 -0.174
C -1.15 -1.81 1.69 -0.067
H 2.69 2.11 -1.03 0.096
H 2.51 2.11 -2.86 0.080
H 1.27 2.70 -1.83 0.079
H 2.01 -0.15 -2.51 0.154
H 0.60 1.84 0.14 0.065
H -0.50 1.30 1.83 0.101
H -3.01 -1.11 2.51 0.099
H -1.54 -0.29 3.32 0.119
H -1.65 -2.62 1.16 0.108
H -0.12 -1.91 1.88 0.095
N 1.50 0.60 -2.02 -0.008
N -1.56 -0.44 1.27 -0.082
O 0.26 -1.13 -1.33 0.030
```

For the relative energy (zero: lowest compared OMol25 entry of this formula, charge and spin), the calculation gives 2.639 eV. For the LUMO energy, the calculation gives 0.7 eV. The HOMO-LUMO gap is 0.3460 Ha. The calculated total energy comes out at -11409.448 eV. The molar mass comes out at 126.2 g/mol. The SMILES is CNC(=O)/C=C\N1CC1.

=====

Entry 3:
Entry from the OMol25 dataset: 2 unconnected molecules or ions with the total composition C4H10O3Si at a distorted geometry (the ωB97M-V functional and the def2-TZVPD basis).

```
18
Properties=species:S:1:pos:R:3:lowdin_charge:R:1
C 0.66 -1.74 0.25 -0.176
C 0.40 -0.66 0.90 -0.218
C 0.60 -1.71 -1.33 -0.066
C 0.33 -0.40 2.30 -0.177
O 0.49 2.40 -1.43 -0.072
O -1.35 2.51 0.35 -0.132
O -1.68 0.84 -1.63 -0.128
Si -0.56 1.50 -0.64 0.307
H 1.07 -2.58 0.68 0.078
H -0.31 -2.18 -1.52 0.053
H 0.53 -0.71 -1.46 -0.038
H 1.49 -2.18 -1.70 0.069
H -0.78 -0.46 2.67 0.116
H 0.99 -1.15 2.80 0.083
H 0.74 0.56 2.65 0.067
H 1.42 2.41 -1.22 0.063
H -2.20 2.20 0.75 0.090
H -1.83 1.35 -2.45 0.080
```

For the relative energy (zero: lowest compared OMol25 entry of this formula, charge and spin), the calculation gives 1.446 eV. For the LUMO energy, the calculation gives 0.3 eV. The HOMO-LUMO gap is 0.3099 Ha. The calculated total energy comes out at -18330.551 eV. The molar mass comes out at 134.2 g/mol.

=====

Entry 4:
Entry from the OMol25 dataset: a single C5H12O2 molecule (the ωB97M-V functional and the def2-TZVPD basis).

```
19
Properties=species:S:1:pos:R:3:lowdin_charge:R:1
C 2.31 0.25 1.36 -0.104
C 0.83 0.53 1.14 -0.209
C 0.34 -0.06 -0.19 -0.383
O 0.51 -1.46 -0.24 -0.022
C -1.13 0.29 -0.47 -0.393
C -1.57 -0.14 -1.86 -0.041
O -1.87 -0.40 0.54 -0.040
H 2.50 -0.83 1.33 0.073
H 2.91 0.72 0.57 0.075
H 2.65 0.64 2.33 0.070
H 0.22 0.11 1.96 0.116
H 0.64 1.61 1.14 0.116
H 0.95 0.36 -1.00 0.152
H -0.22 -1.82 0.29 0.097
H -1.26 1.37 -0.34 0.145
H -1.74 -1.22 -1.89 0.086
H -2.50 0.37 -2.16 0.078
H -0.80 0.10 -2.61 0.086
H -2.80 -0.40 0.28 0.099
```

For the relative energy (zero: lowest compared OMol25 entry of this formula, charge and spin), the calculation gives 0.554 eV. For the LUMO energy, the calculation gives 0.8 eV. The HOMO-LUMO gap is 0.3986 Ha. The calculated total energy comes out at -9474.581 eV. The molar mass comes out at 104.1 g/mol. The SMILES is CC[C@@H](O)[C@@H](C)O.

=====

Entry 5:
Entry from the OMol25 dataset: 2 unconnected molecules or ions with the total composition C4H7NO at a distorted geometry (the ωB97M-V functional and the def2-TZVPD basis).

```
13
Properties=species:S:1:pos:R:3:lowdin_charge:R:1
O 1.26 -0.13 1.90 -0.096
C 0.80 0.16 -0.49 -0.049
C -0.09 -0.74 -1.21 -0.178
C -0.79 -0.29 0.03 -0.225
C -1.72 0.81 -0.10 -0.227
N -2.42 1.74 -0.24 0.143
H 1.47 0.80 2.02 0.050
H 1.83 -0.18 -0.26 0.111
H 0.78 1.24 -0.63 0.109
H 0.22 -1.77 -1.10 0.123
H -0.48 -0.44 -2.16 0.111
H 0.35 -0.11 1.56 -0.019
H -1.20 -1.08 0.69 0.148
```

For the relative energy (zero: lowest compared OMol25 entry of this formula, charge and spin), the calculation gives 3.358 eV. For the LUMO energy, the calculation gives 0.8 eV. The HOMO-LUMO gap is 0.3935 Ha. The calculated total energy comes out at -7796.286 eV. The molar mass comes out at 85.1 g/mol. The SMILES is N#CC1CC1.O.

=====

Entry 6:
Entry from the OMol25 dataset: a molecular structure, C14H23ClIO2P2Rh at a distorted geometry (the ωB97M-V functional and the def2-TZVPD basis).

```
44
Properties=species:S:1:pos:R:3:mulliken_spin:R:1
C 3.76 2.77 -4.76 0.101
C 2.79 3.27 -3.73 0.249
H 4.17 3.63 -5.30 0.016
H 3.25 2.11 -5.47 0.000
H 4.58 2.21 -4.29 0.004
O 2.34 4.37 -3.58 0.382
I 2.07 1.72 -2.19 0.834
Rh 0.13 0.30 -0.53 1.640
P -1.82 -0.07 -1.72 0.128
C -3.36 0.71 -1.17 0.014
C -1.47 0.55 -3.39 0.035
H -1.18 -2.36 -1.99 0.001
H -2.82 -2.07 -2.67 0.012
H -2.57 -2.20 -0.89 0.004
C -2.14 -1.85 -1.84 0.031
H -0.59 0.05 -3.79 0.001
H -2.34 0.37 -4.04 0.015
H -4.14 0.62 -1.94 0.012
H -3.19 1.78 -0.96 -0.003
H -1.27 1.63 -3.33 0.005
H -3.70 0.23 -0.25 -0.001
C -0.78 1.59 0.37 -0.006
O -1.35 2.36 1.04 0.042
Cl 1.22 -1.53 -1.62 0.121
C 1.83 1.17 2.08 0.035
P 1.08 -0.35 1.46 0.146
C 2.47 -1.53 1.38 0.039
C -0.05 -1.05 2.71 0.043
C -0.39 -0.31 3.85 0.031
C -1.20 -0.86 4.84 -0.004
C -1.68 -2.17 4.71 0.044
C -1.38 -2.91 3.56 -0.019
C -0.57 -2.35 2.55 0.026
H 2.44 1.61 1.28 -0.005
H 2.46 0.93 2.94 0.018
H 1.07 1.91 2.37 0.003
H 2.92 -1.62 2.38 0.006
H 2.11 -2.50 1.04 0.002
H 3.20 -1.14 0.66 -0.007
H -0.02 0.71 3.95 0.003
H -1.46 -0.27 5.72 0.000
H -2.29 -2.61 5.49 0.001
H -1.76 -3.93 3.44 0.000
H -0.35 -2.93 1.65 0.001
```

For the relative energy (zero: lowest compared OMol25 entry of this formula, charge and spin), the calculation gives 0.000 eV. As for the spin multiplicity: 5. Its charge is +2. For the LUMO energy (spin up / spin down), the calculation gives -7.1 / -10.3 eV. The HOMO-LUMO gap (spin up / spin down) is 0.1931 / 0.1782 Ha. The calculated total energy comes out at -61177.337 eV. The molar mass comes out at 550.5 g/mol.

=====

Entry 7:
Entry from the OMol25 dataset: 2 unconnected molecules or ions with the total composition C6H13NO at a distorted geometry (the ωB97M-V functional and the def2-TZVPD basis).

```
21
Properties=species:S:1:pos:R:3:lowdin_charge:R:1
C -2.20 0.42 -0.23 -0.308
C -1.36 1.67 0.17 -0.235
C 0.08 1.37 0.72 -0.101
C 0.86 0.46 0.09 -0.165
C 2.20 0.06 0.54 -0.196
C 3.30 0.11 -0.25 0.012
N -2.93 -0.23 0.91 -0.051
H -1.49 -0.47 -0.75 0.132
H -2.99 0.65 -1.03 0.111
H -1.96 2.39 0.75 0.092
H -1.28 2.30 -0.84 0.135
H 0.02 1.80 1.78 0.125
H 0.46 0.00 -0.89 0.121
H 2.30 -0.26 1.67 0.133
H 3.38 0.57 -1.14 0.016
H 4.21 -0.25 0.23 0.053
H -2.42 -1.04 1.30 0.064
H -3.88 -0.47 0.53 0.071
H 0.61 -2.74 -0.87 0.062
H 1.86 -3.32 -1.08 -0.017
O 1.20 -3.02 -1.63 -0.053
```

For the relative energy (zero: lowest compared OMol25 entry of this formula, charge and spin), the calculation gives 4.141 eV. For the LUMO energy, the calculation gives 0.7 eV. The HOMO-LUMO gap is 0.3526 Ha. The calculated total energy comes out at -9967.034 eV. The molar mass comes out at 115.2 g/mol. The SMILES is C=C/C=C/CCN.O.

=====

Entry 8:
Entry from the OMol25 dataset: a molecular structure, C15H23MnN6O5S (the ωB97M-V functional and the def2-TZVPD basis).

```
51
Properties=species:S:1:pos:R:3:mulliken_spin:R:1
Mn -0.22 0.75 -0.24 1.000
O 1.99 -0.69 2.13 -0.001
C 2.02 0.43 2.99 0.001
C 0.72 1.22 3.03 -0.004
N 0.29 1.79 1.74 -0.030
C -0.93 2.58 1.97 0.007
C -1.51 3.13 0.66 0.001
O -2.19 4.14 0.69 0.009
O -1.20 2.44 -0.37 -0.010
C 1.36 2.66 1.20 0.004
C 2.39 1.86 0.39 0.002
O 3.54 2.23 0.31 -0.001
O 1.88 0.81 -0.17 0.006
H 1.99 -0.32 1.22 0.000
H 2.85 1.09 2.73 0.000
H 2.20 0.06 4.00 0.000
H 0.87 2.05 3.74 0.000
H -0.10 0.62 3.42 0.000
H -0.73 3.42 2.66 -0.001
H -1.68 1.93 2.43 -0.001
H 1.85 3.22 2.00 0.001
H 0.91 3.38 0.51 0.000
C 2.21 -3.39 -2.57 0.001
C 1.94 -2.03 -3.10 -0.001
N 2.38 -1.55 -4.21 0.000
N 1.88 -0.28 -4.25 0.001
C 1.13 0.05 -3.18 0.005
S 0.31 1.45 -2.82 0.003
N 1.17 -1.11 -2.44 -0.006
N 0.56 -1.23 -1.21 0.004
H 2.79 -3.94 -3.30 0.000
H 1.28 -3.92 -2.36 0.000
H 2.78 -3.32 -1.64 0.000
H 2.09 0.34 -5.01 0.000
H 1.23 -1.46 -0.49 0.004
H -0.25 -1.85 -1.22 0.001
C -1.31 -1.56 2.27 0.021
C -2.15 -1.41 1.05 0.006
C -3.26 -2.15 0.70 -0.003
C -3.66 -1.70 -0.58 0.006
C -2.77 -0.71 -0.94 0.002
C -2.82 0.13 -2.18 -0.004
N -1.83 -0.53 0.04 -0.017
H -1.85 -1.33 3.19 0.000
H -0.45 -0.90 2.20 -0.007
H -0.90 -2.57 2.38 0.000
H -3.72 -2.92 1.30 0.000
H -4.51 -2.02 -1.16 0.000
H -3.86 0.27 -2.48 0.001
H -2.29 -0.30 -3.03 0.000
H -2.40 1.12 -2.01 0.002
```

As for the spin multiplicity: 2. Its charge is -1. For the LUMO energy (spin up / spin down), the calculation gives 2.5 / 2.5 eV. The HOMO-LUMO gap (spin up / spin down) is 0.2388 / 0.2386 Ha. The calculated total energy comes out at -77264.023 eV. The molar mass comes out at 454.4 g/mol.

=====

- Among the records above, which one has the lowest calculated total energy?
  C15H23MnN6O5S

=====

- calculated total energy of number 7 (C6H13NO)?
  -9967.034 eV

=====

Copy entry 7 word for word.
Entry from the OMol25 dataset: 2 unconnected molecules or ions with the total composition C6H13NO at a distorted geometry (the ωB97M-V functional and the def2-TZVPD basis).

```
21
Properties=species:S:1:pos:R:3:lowdin_charge:R:1
C -2.20 0.42 -0.23 -0.308
C -1.36 1.67 0.17 -0.235
C 0.08 1.37 0.72 -0.101
C 0.86 0.46 0.09 -0.165
C 2.20 0.06 0.54 -0.196
C 3.30 0.11 -0.25 0.012
N -2.93 -0.23 0.91 -0.051
H -1.49 -0.47 -0.75 0.132
H -2.99 0.65 -1.03 0.111
H -1.96 2.39 0.75 0.092
H -1.28 2.30 -0.84 0.135
H 0.02 1.80 1.78 0.125
H 0.46 0.00 -0.89 0.121
H 2.30 -0.26 1.67 0.133
H 3.38 0.57 -1.14 0.016
H 4.21 -0.25 0.23 0.053
H -2.42 -1.04 1.30 0.064
H -3.88 -0.47 0.53 0.071
H 0.61 -2.74 -0.87 0.062
H 1.86 -3.32 -1.08 -0.017
O 1.20 -3.02 -1.63 -0.053
```

For the relative energy (zero: lowest compared OMol25 entry of this formula, charge and spin), the calculation gives 4.141 eV. For the LUMO energy, the calculation gives 0.7 eV. The HOMO-LUMO gap is 0.3526 Ha. The calculated total energy comes out at -9967.034 eV. The molar mass comes out at 115.2 g/mol. The SMILES is C=C/C=C/CCN.O.